[1]
Formula: C14H51BN3O10Zr
Source: OMol25
Level of theory: the ωB97M-V functional and the def2-TZVPD basis

Its LUMO energy is -2.99 eV. Its HOMO energy is -0.4083 hartree. The gap between HOMO and LUMO is 0.2983 hartree. The value obtained for the total energy is -42242.5651 eV.

```
! wB97M-V def2-TZVPD RIJCOSX def2/J DEFGRID3
* xyz 1 1
Zr -2.963 -1.405 -0.690
B -0.917 -1.072 0.224
H -1.817 -0.753 0.913
H 0.083 -0.852 0.800
H -1.132 -2.202 -0.031
H -0.949 -0.487 -0.783
O -4.753 -1.585 -1.775
C -4.881 -2.696 -2.608
C -3.831 -3.780 -2.333
O -2.755 -3.327 -1.546
H -4.817 -2.382 -3.658
H -5.868 -3.154 -2.483
H -3.471 -4.240 -3.259
H -4.333 -4.593 -1.786
C -0.151 3.105 3.269
C 0.431 1.691 3.273
C 1.816 1.669 3.877
O 2.323 0.371 3.830
C 3.614 0.225 4.370
N -0.528 0.815 4.011
H -1.209 3.041 3.019
H 0.342 3.724 2.517
H -0.032 3.578 4.244
H 0.512 1.319 2.243
H 1.773 1.994 4.935
H 2.489 2.401 3.400
H 3.836 -0.832 4.464
H 3.713 0.702 5.356
H 4.350 0.748 3.742
H -0.072 -0.079 4.184
H -0.636 1.219 4.941
C 2.866 -2.662 1.075
C 3.155 -1.326 0.418
C 2.843 -1.309 -1.062
O 3.897 -1.868 -1.771
C 3.666 -1.963 -3.142
N 2.446 -0.194 1.085
H 3.496 -3.455 0.663
H 1.834 -3.010 0.945
H 3.005 -2.615 2.159
H 4.201 -1.036 0.549
H 2.620 -0.286 -1.423
H 1.874 -1.823 -1.254
H 4.628 -2.154 -3.614
H 3.241 -1.059 -3.596
H 3.016 -2.823 -3.366
H 1.461 -0.267 0.819
H 2.350 -0.344 2.093
C -0.980 4.577 -0.407
C -0.635 3.318 -1.203
C 0.740 3.527 -1.825
O 0.923 2.523 -2.803
C 2.269 2.389 -3.183
N -0.542 2.206 -0.200
H -1.985 4.546 0.013
H -0.902 5.491 -1.001
H -0.239 4.751 0.380
H -1.402 3.088 -1.943
H 1.509 3.516 -1.042
H 0.818 4.510 -2.314
H 2.310 1.676 -4.008
H 2.898 1.982 -2.381
H 2.727 3.320 -3.536
H 0.189 1.530 -0.412
H -0.287 2.606 0.697
O -2.873 0.817 -1.044
H -2.038 1.364 -0.944
H -3.583 1.414 -1.309
O -3.150 -2.756 1.100
H -2.481 -2.842 1.789
H -3.869 -3.355 1.339
O -2.050 -0.945 -2.746
H -1.506 -1.517 -3.301
H -2.125 -0.101 -3.206
O -4.247 -0.368 0.844
H -3.906 0.043 1.649
H -5.135 -0.011 0.708
O -0.167 -4.384 -2.205
H 0.056 -3.647 -2.780
H -1.099 -4.236 -1.959
*
```

Löwdin population analysis, charges in e, atoms 1 to 4:
1 Zr 1.817
2 B -0.406
3 H -0.004
4 H 0.019

[2]
Formula: C16H46O23P5V
Source: OMol25
Level of theory: the ωB97M-V functional and the def2-TZVPD basis

Its LUMO energy (spin up / spin down) is -1.50 / -1.50 eV. Its HOMO energy (spin up / spin down) is -0.3166 / -0.4265 hartree. The expectation value of S² is 3.752. The value obtained for the energy above the lowest of the compared OMol25 structures with the same formula, charge and spin is 0.586 eV. The gap between HOMO and LUMO (spin up / spin down) is 0.2616 / 0.3715 hartree. The value obtained for the total energy is -136573.1705 eV.

```
! wB97M-V def2-TZVPD RIJCOSX def2/J DEFGRID3
* xyz 1 4
V -0.406 0.783 0.265
O -1.445 4.284 -1.367
C -1.045 3.153 -0.771
O 0.045 2.600 -1.064
O -1.686 2.578 0.158
H -2.234 4.552 -0.866
C 1.852 -4.431 -0.170
O 0.995 -3.278 -0.029
P 1.084 -2.383 1.305
O 0.529 -1.043 1.058
O 0.285 -3.224 2.385
C -1.116 -3.449 2.191
O 2.602 -2.539 1.794
C 3.241 -1.393 2.379
H 2.623 -4.575 0.582
H 2.397 -4.247 -1.100
H 1.232 -5.314 -0.302
H -1.338 -4.472 1.884
H -1.509 -2.775 1.431
H -1.602 -3.265 3.143
H 2.729 -0.460 2.161
H 4.243 -1.383 1.942
H 3.417 -1.515 3.448
C 0.918 4.813 2.309
O 1.521 3.783 3.109
P 1.752 2.276 2.582
O 0.591 1.624 1.974
O 3.110 2.400 1.760
C 3.242 2.878 0.416
O 2.293 1.517 3.864
C 3.446 2.048 4.542
H 1.731 5.469 1.994
H 0.158 5.351 2.867
H 0.500 4.358 1.407
H 3.572 3.915 0.483
H 2.330 2.711 -0.157
H 4.039 2.316 -0.067
H 3.635 3.087 4.292
H 4.305 1.425 4.286
H 3.306 1.942 5.617
C 4.833 -1.497 -1.973
O 3.584 -1.208 -1.318
P 2.510 -0.250 -1.992
O 1.372 0.080 -1.128
O 3.434 1.024 -2.364
C 2.911 2.020 -3.227
O 2.211 -0.856 -3.417
C 1.404 -2.009 -3.643
H 5.611 -1.036 -1.360
H 4.846 -1.120 -2.989
H 5.064 -2.555 -1.857
H 1.838 1.947 -3.409
H 3.433 1.965 -4.188
H 3.135 3.013 -2.832
H 0.527 -1.745 -4.229
H 1.032 -2.444 -2.711
H 1.996 -2.759 -4.164
C -1.753 -3.218 -1.912
O -1.499 -2.147 -2.831
P -1.873 -0.638 -2.565
O -1.649 -0.157 -1.194
O -3.385 -0.463 -3.045
C -3.904 -1.138 -4.198
O -1.040 0.113 -3.707
C -1.330 1.494 -3.907
H -0.794 -3.714 -1.783
H -2.461 -3.905 -2.371
H -2.082 -2.897 -0.926
H -4.492 -1.984 -3.847
H -3.122 -1.386 -4.914
H -4.584 -0.445 -4.694
H -0.437 2.121 -3.911
H -1.936 1.887 -3.088
H -1.817 1.688 -4.864
C -4.852 -1.673 3.561
O -3.574 -1.369 2.989
P -3.302 0.025 2.265
O -1.976 0.071 1.612
O -3.512 1.039 3.468
C -2.950 2.361 3.353
O -4.570 0.247 1.340
C -4.551 -0.286 0.015
H -4.952 -1.072 4.466
H -5.051 -2.717 3.776
H -5.631 -1.299 2.893
H -3.669 3.121 3.654
H -2.557 2.562 2.357
H -2.144 2.423 4.086
H -4.468 0.529 -0.699
H -5.442 -0.883 -0.185
H -3.723 -0.980 -0.132
*
```

Löwdin population analysis, charges in e, atoms 1 to 4:
1 V 0.837
2 O 0.137
3 C -0.780
4 O -0.069

[3]
Formula: C33H53Br2F10LiNO9S
Source: OMol25
Level of theory: the ωB97M-V functional and the def2-TZVPD basis

Its LUMO energy is 0.93 eV. Its HOMO energy is -0.0422 hartree. The gap between HOMO and LUMO is 0.0766 hartree. The value obtained for the total energy is -233273.9014 eV.

```
! wB97M-V def2-TZVPD RIJCOSX def2/J DEFGRID3
* xyz -1 1
C 1.938 -3.960 -1.743
C 2.126 -4.593 -3.244
C 0.998 -4.050 -4.344
C -0.076 -3.155 -3.487
C 0.210 -1.525 -3.408
C -0.787 -0.545 -2.531
C -2.051 -1.305 -1.747
C -2.345 -2.916 -1.839
C -1.329 -3.893 -2.729
C -1.641 -5.522 -2.751
O -0.668 -6.469 -2.847
C -3.256 -5.925 -2.592
Br -4.075 -7.563 -3.432
C -4.207 -5.048 -1.811
C -3.612 -3.676 -1.068
O -4.109 -3.191 0.092
H 2.839 -4.381 -1.085
H 2.028 -2.787 -1.687
H 0.957 -4.340 -1.181
H 1.985 -5.763 -3.169
H 3.226 -4.362 -3.638
H 1.561 -3.316 -5.068
H 0.492 -4.948 -4.918
H 1.118 -1.005 -3.953
H -0.607 0.618 -2.421
H -2.754 -0.611 -1.088
H -5.349 -5.363 -1.721
C 0.037 -2.688 2.068
C -0.503 -1.923 3.286
C -0.851 -0.455 3.043
F 0.177 0.263 2.553
F -1.218 0.151 4.204
F 0.373 -2.064 4.317
F -1.648 -2.559 3.690
O 1.460 -2.745 1.918
C 2.061 -1.576 1.359
C 2.872 -0.763 2.377
F 2.180 -0.499 3.507
F 3.239 0.440 1.861
F 1.097 -0.851 0.740
F 2.882 -2.016 0.366
H -0.258 -3.737 2.210
H -0.458 -2.389 1.135
H -1.690 -0.360 2.349
H 3.775 -1.307 2.664
Li 1.951 -1.933 -4.835
C 2.981 6.596 -1.613
C 3.577 5.563 -0.668
C 3.607 4.152 -1.263
C 2.233 3.552 -1.589
C 1.262 3.467 -0.408
C 1.758 2.566 0.712
H 1.935 6.376 -1.846
H 3.015 7.590 -1.152
H 3.545 6.640 -2.550
H 3.029 5.570 0.279
H 4.607 5.862 -0.432
H 4.139 3.491 -0.570
H 4.204 4.166 -2.183
H 2.385 2.546 -1.998
H 1.762 4.133 -2.390
H 0.307 3.072 -0.773
H 1.049 4.467 -0.011
H 1.930 1.548 0.347
H 1.014 2.517 1.513
H 2.690 2.938 1.148
C 7.655 -1.323 -1.611
C 6.948 -1.859 -0.409
O 5.607 -1.456 -0.612
C 5.449 -1.269 -1.955
O 4.375 -1.083 -2.503
O 6.648 -1.319 -2.605
H 8.497 -1.951 -1.914
H 8.011 -0.298 -1.464
H 6.984 -2.953 -0.355
H 7.340 -1.445 0.524
C 0.308 10.782 1.863
S 0.959 9.160 1.396
O 2.437 9.311 1.189
C 0.183 9.112 -0.237
H 0.697 11.042 2.850
H 0.626 11.535 1.138
H -0.783 10.739 1.905
H 0.509 9.969 -0.831
H -0.904 9.125 -0.125
H 0.483 8.189 -0.738
F -1.649 1.357 -3.345
C -5.472 -4.585 3.302
C -6.431 -3.409 3.432
C -7.528 -3.631 4.486
O -8.515 -4.538 3.980
C -8.321 -5.894 4.379
N -7.114 -3.220 2.114
H -5.937 -5.453 2.822
H -4.610 -4.305 2.689
H -5.098 -4.894 4.283
H -5.872 -2.493 3.645
H -8.047 -2.677 4.654
H -7.124 -3.945 5.454
H -7.776 -5.983 5.324
H -7.788 -6.428 3.590
H -9.305 -6.360 4.494
H -6.482 -3.283 1.308
H -7.613 -2.322 2.073
H -7.844 -3.949 2.025
O 3.126 9.613 -3.289
H 3.965 9.179 -3.504
H 3.095 9.596 -2.320
Br -0.205 3.638 -2.021
F -2.605 -0.227 0.963
*
```

Löwdin population analysis, charges in e, atoms 1 to 4:
1 C -0.148
2 C -0.232
3 C -0.199
4 C -0.143

[4]
Formula: C3H16BeF6NO11S2
Source: OMol25
Level of theory: the ωB97M-V functional and the def2-TZVPD basis

Its LUMO energy is -5.55 eV. Its HOMO energy is -0.4812 hartree. The value obtained for the energy above the lowest of the compared OMol25 structures with the same formula, charge and spin is 2.384 eV. The gap between HOMO and LUMO is 0.2771 hartree. The value obtained for the total energy is -65749.0084 eV.

```
! wB97M-V def2-TZVPD RIJCOSX def2/J DEFGRID3
* xyz 1 1
Be 0.471 0.357 -0.527
C -2.228 -3.195 -1.440
F -1.350 -4.148 -1.152
F -1.827 -2.477 -2.482
F -3.362 -3.785 -1.842
S -2.473 -2.176 0.172
O -3.490 -1.143 -0.204
O -2.964 -3.136 1.103
N -0.859 -1.506 0.507
S -0.384 -2.180 1.853
O -0.661 -3.653 1.991
O 1.010 -1.775 2.178
C -1.527 -1.255 3.198
F -0.761 -0.622 4.157
F -2.333 -0.389 2.655
F -2.346 -2.126 3.859
O -2.053 0.916 -1.327
H -2.541 1.737 -1.393
H -2.726 0.245 -1.213
O -0.493 3.076 -0.273
H -1.276 3.221 0.258
H -0.072 3.935 -0.321
O 2.824 -0.674 0.261
H 2.758 -1.486 0.765
H 3.430 -0.130 0.764
O -0.041 1.176 1.861
H 0.575 1.487 2.524
H -0.835 1.689 2.011
O 1.405 -1.297 -2.167
H 2.324 -1.563 -2.135
H 1.138 -1.463 -3.071
O 0.438 1.624 -2.766
H 0.478 1.323 -3.673
H 1.036 2.371 -2.734
C 3.131 3.080 0.016
O 2.591 2.027 -0.618
H 3.604 3.735 -0.715
H 2.226 3.607 0.321
H 3.856 2.827 0.790
H 3.309 1.746 -1.191
*
```

natural (NBO) population analysis, charges in e, atoms 1 to 4:
1 Be 1.670
2 C 0.774
3 F -0.296
4 F -0.318

[5]
Formula: C33H34N11O4Tc
Source: OMol25
Level of theory: the ωB97M-V functional and the def2-TZVPD basis

Its LUMO energy (spin up / spin down) is -2.90 / -4.52 eV. Its HOMO energy (spin up / spin down) is -0.3939 / -0.3939 hartree. The expectation value of S² is 3.776. The value obtained for the energy above the lowest of the compared OMol25 structures with the same formula, charge and spin is 1.257 eV. The gap between HOMO and LUMO (spin up / spin down) is 0.2875 / 0.2277 hartree. The value obtained for the total energy is -61546.3830 eV.

```
! wB97M-V def2-TZVPD RIJCOSX def2/J DEFGRID3
* xyz 1 4
Tc -1.227 -2.868 1.530
N -1.086 -0.754 1.869
C -0.642 -0.469 3.259
C -1.468 -1.365 4.177
O -1.883 -0.943 5.233
N -1.719 -2.588 3.616
C -3.002 -3.150 3.979
C -3.903 -3.035 2.724
O -5.098 -3.080 2.783
O -3.207 -2.903 1.600
H -0.599 -0.170 1.194
H -2.080 -0.494 1.831
H -0.814 0.570 3.534
H 0.412 -0.690 3.395
H -3.479 -2.606 4.791
H -2.941 -4.203 4.257
C -2.538 -5.673 1.694
N -1.226 -5.095 1.300
C -0.179 -5.671 2.174
C -0.986 -5.469 -0.125
C -1.463 -4.375 -1.041
C -1.744 -4.613 -2.380
C -2.066 -3.554 -3.216
C -2.122 -2.261 -2.710
C -1.883 -2.035 -1.362
C -1.531 -3.084 -0.515
H -2.493 -6.760 1.605
H -3.319 -5.282 1.048
H -2.769 -5.420 2.724
H -0.189 -6.762 2.119
H -0.361 -5.369 3.205
H 0.803 -5.316 1.867
H -1.474 -6.420 -0.346
H 0.086 -5.633 -0.260
H -1.717 -5.625 -2.768
H -2.282 -3.737 -4.260
H -2.369 -1.433 -3.361
H -1.982 -1.024 -0.977
C 4.117 -1.090 0.679
N 2.886 -1.881 0.661
C 1.853 -1.868 1.487
N 0.917 -2.709 1.047
C 1.460 -3.188 -0.121
N 2.645 -2.712 -0.371
C 4.325 -0.307 -0.599
C 5.380 -0.697 -1.407
C 5.629 -0.042 -2.601
C 4.831 1.013 -2.982
C 3.769 1.437 -2.171
C 3.509 0.763 -0.978
C 3.049 2.621 -2.664
N 3.307 3.160 -3.808
N 2.523 4.263 -3.928
C 1.824 4.366 -2.844
O 2.090 3.327 -1.993
C 0.943 5.514 -2.574
C 0.811 6.419 -3.637
C 0.064 7.566 -3.489
C -0.545 7.838 -2.274
C -0.418 6.963 -1.208
C -1.052 7.368 0.104
N -1.936 6.361 0.658
C -1.843 5.726 1.834
N -2.788 4.815 1.931
C -3.441 4.931 0.742
N -2.951 5.851 -0.059
C 0.311 5.782 -1.361
H 4.935 -1.799 0.787
H 4.095 -0.442 1.555
H 1.854 -1.327 2.415
H 0.969 -3.871 -0.787
H 5.999 -1.535 -1.111
H 6.453 -0.354 -3.228
H 5.026 1.553 -3.896
H 2.696 1.095 -0.340
H 1.314 6.200 -4.565
H -0.037 8.257 -4.315
H -1.123 8.745 -2.151
H -1.628 8.279 -0.048
H -0.287 7.566 0.855
H -1.129 5.980 2.602
H -4.295 4.324 0.492
H 0.426 5.097 -0.529
*
```

Löwdin population analysis, charges in e, atoms 1 to 4:
1 Tc 1.664
2 N -0.059
3 C -0.120
4 C -0.540